92
Properties=species:S:1:pos:R:3:forces:R:3 method="wB97M-V/def2-TZVPD" smiles="C#CC1=C(CC(N)(N)N)C(=O)C=C(COCC)C1=O.O=[N+]([O-])c1ccccc1.O=[N+]([O-])c1ccccc1.O=[N+]([O-])c1ccccc1.O=[N+]([O-])c1ccccc1" charge=0 orbital_gap_ev=8.016 e_lumo_ev=-0.82
C -4.3500 0.2127 4.4213 0.859 -0.104 0.194
C -3.8937 0.5696 3.3634 -0.712 1.107 -0.495
C -3.7582 1.3581 2.1348 0.336 -0.649 0.551
C -4.6264 1.1847 1.1190 -0.066 -0.184 -0.073
C -5.7059 0.0991 1.2923 0.294 1.269 -0.891
C -6.7313 -0.0848 0.1636 -1.383 -1.275 0.240
N -7.7116 -1.1525 0.6620 0.924 -0.205 0.265
N -6.1845 -0.5894 -1.0735 0.344 0.796 0.136
N -7.5497 1.1208 -0.0291 0.452 -0.213 0.235
C -4.4409 2.0898 -0.0903 0.648 0.927 0.347
O -5.0617 2.0367 -1.1142 -0.228 -0.394 -0.160
C -3.3987 3.1944 0.0096 -0.317 -0.154 -0.142
C -2.5567 3.3400 1.0168 0.708 -0.373 0.852
C -1.5139 4.4480 1.1482 -0.739 -0.377 0.478
O -1.8700 5.5281 0.3106 0.716 -0.147 -0.029
C -0.9077 5.7816 -0.7045 0.058 -0.135 -0.965
C -0.6437 4.5992 -1.6648 -0.003 0.500 0.007
C -2.6090 2.3391 2.1291 -0.378 -0.074 -0.564
O -1.7604 2.2898 2.9862 0.188 0.087 0.229
H -4.4931 -0.0507 5.4474 -0.218 -0.154 -0.250
H -5.2038 -0.8461 1.5198 -0.147 0.062 -0.078
H -6.2823 0.3921 2.1854 0.196 -0.149 -0.177
H -7.5172 -1.2986 1.6539 -0.408 0.038 -0.020
H -7.3880 -2.0237 0.2452 -0.183 0.002 0.089
H -5.3345 -1.1171 -0.9384 -0.133 -0.110 -0.070
H -6.8686 -1.0889 -1.6236 0.077 -0.054 0.054
H -8.2427 0.8744 -0.7333 0.146 0.143 -0.073
H -8.1018 1.1778 0.8259 -0.002 0.173 -0.120
H -3.3379 3.9109 -0.8082 -0.392 -0.332 0.032
H -0.4955 4.0747 0.9650 -0.289 0.009 -0.097
H -1.5258 4.7438 2.2107 0.017 0.206 -0.353
H -1.3151 6.6006 -1.3117 0.015 -0.088 0.351
H 0.0631 6.1200 -0.3044 -0.322 -0.066 0.203
H -0.0854 5.0130 -2.5190 0.041 -0.247 0.270
H -0.0473 3.8089 -1.1929 -0.187 0.093 -0.214
H -1.5714 4.1856 -2.0788 0.193 0.044 0.231
C 2.0858 2.4684 -6.8235 -0.027 -0.005 -0.051
C 2.8350 1.8671 -5.8214 -0.039 0.091 -0.059
C 3.2546 2.6081 -4.7284 0.110 -0.219 0.101
C 2.9131 3.9475 -4.6500 -0.122 -0.205 -0.292
C 2.1723 4.5620 -5.6453 -0.136 0.215 -0.106
C 1.7584 3.8154 -6.7375 0.071 -0.143 0.065
N 3.3352 4.7282 -3.4806 0.038 0.119 0.117
O 3.9993 4.1646 -2.6338 -0.010 -0.018 -0.019
O 2.9923 5.8935 -3.4238 -0.018 -0.050 -0.025
H 1.7552 1.8843 -7.6733 0.025 -0.005 0.025
H 3.0886 0.8179 -5.8923 -0.023 0.016 0.017
H 3.8375 2.1352 -3.9509 -0.017 0.160 0.070
H 1.9125 5.6091 -5.5810 0.085 -0.018 0.152
H 1.1767 4.2827 -7.5209 0.014 0.022 0.032
C -0.7574 -4.6921 5.4284 -0.002 0.001 0.008
C -0.1353 -4.3197 4.2443 -0.068 -0.030 0.136
C -0.8757 -3.7547 3.2188 0.226 0.049 -0.192
C -2.2353 -3.5648 3.3951 0.201 -0.149 0.304
C -2.8706 -3.9379 4.5674 -0.230 -0.007 0.163
C -2.1246 -4.5054 5.5881 0.142 0.009 -0.070
N -3.0167 -2.9430 2.3212 -0.026 0.080 -0.115
O -2.4354 -2.6420 1.2985 -0.016 0.020 0.001
O -4.2023 -2.7570 2.5165 -0.048 -0.092 0.022
H -0.1748 -5.1283 6.2303 -0.014 0.000 -0.022
H 0.9297 -4.4671 4.1210 -0.025 0.007 -0.056
H -0.3858 -3.4664 2.2995 -0.139 0.061 -0.021
H -3.9335 -3.7909 4.6967 0.021 0.073 -0.158
H -2.6078 -4.7990 6.5105 -0.023 0.013 -0.033
C 4.8093 -0.9093 6.8530 0.003 0.004 0.008
C 3.9430 -0.4104 5.8892 0.097 -0.093 0.082
C 3.6341 -1.1717 4.7733 -0.175 0.183 -0.102
C 4.1964 -2.4300 4.6389 0.077 0.233 0.320
C 5.0671 -2.9368 5.5887 0.157 -0.212 0.096
C 5.3738 -2.1692 6.7008 -0.094 0.128 -0.030
N 3.8516 -3.2484 3.4699 -0.019 -0.029 -0.140
O 3.0991 -2.7664 2.6453 -0.012 -0.027 0.044
O 4.3333 -4.3613 3.3950 -0.006 0.004 0.030
H 5.0448 -0.3145 7.7266 0.002 -0.009 -0.025
H 3.5057 0.5717 6.0094 -0.008 -0.023 -0.039
H 2.9593 -0.7793 4.0257 0.026 -0.152 -0.061
H 5.5062 -3.9178 5.4757 -0.099 0.005 -0.142
H 6.0507 -2.5541 7.4518 -0.006 -0.021 -0.036
C 5.8791 -3.6560 -4.0116 0.011 -0.007 0.006
C 6.5698 -3.2733 -5.1542 -0.124 -0.021 0.100
C 5.8959 -2.6657 -6.2017 0.236 0.029 -0.140
C 4.5338 -2.4446 -6.0888 0.185 -0.171 0.303
C 3.8317 -2.8276 -4.9584 -0.234 -0.001 0.140
C 4.5112 -3.4372 -3.9156 0.142 0.001 -0.053
N 3.8204 -1.7787 -7.1859 -0.051 0.009 -0.126
O 4.4585 -1.4703 -8.1714 0.001 0.001 0.031
O 2.6306 -1.5697 -7.0408 0.021 0.037 0.026
H 6.4091 -4.1257 -3.1926 -0.016 0.004 -0.020
H 7.6352 -3.4462 -5.2269 -0.022 0.014 -0.032
H 6.4373 -2.3694 -7.0888 -0.158 0.060 -0.041
H 2.7675 -2.6564 -4.8782 0.030 0.068 -0.153
H 3.9752 -3.7388 -3.0257 -0.019 0.019 -0.031

---

106
Properties=species:S:1:pos:R:3:forces:R:3 method="wB97M-V/def2-TZVPD" charge=0 orbital_gap_ev=7.291 e_lumo_ev=-1.14
O 0.6899 5.4994 5.4382 0.087 -0.370 -0.037
C 0.3461 4.6492 4.6541 -0.769 -1.271 -1.462
C -0.1581 3.2506 5.0936 0.346 0.154 0.563
C -0.7820 2.3842 4.2704 0.459 1.027 -0.581
C -1.0834 2.7688 2.7874 0.548 0.008 1.663
O -1.9162 2.1113 2.2111 0.431 0.697 -0.297
C -0.3329 3.9732 2.2037 0.666 1.343 -0.489
C 0.3690 4.8915 3.1106 0.117 0.393 -0.272
C 1.0925 6.0711 2.6678 -1.227 -1.405 -1.715
C 1.1050 6.3477 1.2377 -0.932 -1.449 1.325
C 0.4156 5.4455 0.3405 -0.053 -0.143 0.910
C -0.3253 4.2509 0.7693 2.336 0.968 1.328
P -1.2054 3.2355 -0.5370 -1.598 -0.172 -1.081
O -0.4112 3.6660 -1.9774 0.512 -0.832 2.345
O -0.8881 1.6081 -0.3461 1.023 1.510 -0.082
H 0.0325 2.9790 6.1698 -0.257 0.438 -1.185
H -1.1325 1.3938 4.6361 0.164 0.890 -0.506
H 1.5948 6.7353 3.4063 -0.541 -0.713 -0.669
H 1.6333 7.2635 0.8886 -0.527 -0.982 0.045
H 0.4467 5.6694 -0.7496 -0.067 -0.253 0.982
H 0.4996 3.3066 -1.8628 -0.266 0.399 -0.763
H 0.0648 1.4382 -0.1867 -0.269 -0.022 0.139
C 1.1884 -0.2931 -2.7052 -0.157 -0.474 0.019
C 1.6599 1.0860 -2.7290 -0.003 -0.216 -0.091
N 2.0303 2.1740 -2.7463 0.058 -0.113 0.011
H 1.2627 -0.7247 -1.7055 0.105 0.249 0.032
H 0.1444 -0.3638 -3.0134 0.048 0.261 -0.013
H 1.7696 -0.9260 -3.3781 0.104 0.261 -0.066
C 4.6890 1.6683 -5.8140 -0.248 0.452 0.232
C 3.6884 0.6074 -5.8433 -0.014 0.119 0.041
N 2.9000 -0.2285 -5.8623 0.074 0.052 0.095
H 5.6467 1.3012 -5.4658 -0.228 -0.115 0.004
H 4.8478 2.0990 -6.8018 -0.061 -0.154 0.014
H 4.3909 2.4821 -5.1489 -0.267 -0.141 -0.013
C -3.8556 0.1153 1.0280 0.417 -0.012 -0.067
C -3.6893 -1.2188 0.4639 0.021 0.126 0.043
N -3.5597 -2.2771 0.0327 0.018 -0.022 0.108
H -4.5536 0.1112 1.8564 0.101 -0.316 -0.119
H -2.9117 0.5136 1.4016 -0.053 -0.277 -0.230
H -4.2341 0.8198 0.2879 -0.010 -0.173 -0.045
C -2.7889 -5.6558 -0.4101 -0.149 0.233 0.373
C -2.5254 -6.2647 -1.7096 -0.032 0.006 0.142
N -2.3236 -6.7472 -2.7322 -0.084 0.016 0.074
H -3.5221 -6.2308 0.1587 0.012 -0.144 -0.225
H -1.8828 -5.5955 0.1948 0.071 -0.075 -0.205
H -3.1796 -4.6408 -0.5124 0.073 -0.029 -0.162
C -7.7876 0.5952 3.9818 -0.266 -0.123 0.296
C -6.8555 1.0329 2.9481 -0.093 -0.018 0.092
N -6.1220 1.3769 2.1341 -0.641 0.349 0.306
H -7.3318 0.6357 4.9717 0.155 0.030 -0.148
H -8.6795 1.2229 4.0056 0.126 0.074 -0.159
H -8.1141 -0.4318 3.8144 0.155 0.046 -0.132
C 1.8767 4.9229 -5.2785 -0.284 -0.057 0.268
C 2.8300 5.0291 -6.3798 -0.097 0.006 0.103
N 3.5808 5.1122 -7.2447 -0.033 -0.039 0.083
H 1.6800 3.8819 -5.0165 0.132 0.011 -0.097
H 2.2458 5.4191 -4.3801 0.137 -0.008 -0.132
H 0.9196 5.3803 -5.5324 0.123 0.012 -0.158
C -3.3307 -4.0512 3.4144 0.254 -0.325 -0.127
C -4.1473 -2.9711 3.9586 0.033 -0.018 -0.082
N -4.7899 -2.1188 4.3817 0.035 -0.070 -0.044
H -2.4538 -3.6636 2.8942 -0.145 0.177 0.024
H -2.9772 -4.7191 4.2014 -0.128 0.144 0.095
H -3.8933 -4.6545 2.7008 -0.116 0.173 0.046
C 8.5139 -1.0160 -5.9250 0.219 -0.376 0.077
C 7.8315 0.1949 -6.3694 0.136 -0.108 -0.050
N 7.2920 1.1471 -6.7194 0.674 -0.238 -0.156
H 8.7814 -0.9603 -4.8693 -0.115 0.134 -0.049
H 7.8884 -1.9003 -6.0534 -0.128 0.171 -0.004
H 9.4352 -1.1842 -6.4844 -0.089 0.202 -0.085
C 3.0538 4.3277 8.4074 0.300 0.288 0.000
C 2.0515 3.2673 8.3888 0.064 0.110 0.004
N 1.2599 2.4360 8.3736 0.073 0.043 -0.040
H 4.0170 3.9597 8.7636 -0.137 -0.156 0.013
H 3.2098 4.7450 7.4117 -0.187 -0.125 -0.012
H 2.7542 5.1472 9.0617 -0.151 -0.136 -0.014
C 6.2212 -0.2586 -2.3950 -0.046 0.402 0.165
C 6.4219 -1.5862 -2.9671 -0.096 0.047 0.084
N 6.5764 -2.6326 -3.4142 0.065 0.147 0.012
H 5.5150 -0.2880 -1.5636 -0.040 -0.264 -0.145
H 7.1560 0.1594 -2.0177 0.056 -0.170 -0.099
H 5.8257 0.4393 -3.1348 -0.002 -0.167 -0.072
C 4.3285 0.8803 1.3016 0.415 0.032 0.179
C 2.9824 1.2084 0.8484 0.129 -0.039 0.020
N 1.9250 1.4697 0.4921 0.036 -0.095 0.048
H 4.7732 1.7068 1.8582 -0.210 0.073 -0.061
H 4.3270 0.0085 1.9557 -0.183 0.038 -0.074
H 4.9886 0.6568 0.4634 -0.224 0.018 -0.061
C 3.2714 -3.2405 1.8877 -0.052 -0.200 0.334
C 3.4822 -2.4777 0.6611 -0.050 -0.140 0.061
N 3.6472 -1.8797 -0.3048 0.036 0.065 0.099
H 2.7692 -2.6411 2.6488 0.007 0.108 -0.167
H 2.6556 -4.1223 1.7073 0.027 0.100 -0.178
H 4.2165 -3.5829 2.3115 0.036 0.089 -0.179
C -5.8891 -7.7446 -3.1585 0.094 0.000 -0.461
C -6.1056 -7.8075 -1.7166 0.071 -0.003 -0.142
N -6.2726 -7.8546 -0.5808 0.037 0.054 -0.100
H -6.4024 -6.8906 -3.6029 -0.045 0.007 0.217
H -4.8289 -7.6483 -3.4000 0.002 0.012 0.244
H -6.2577 -8.6417 -3.6576 -0.052 -0.021 0.220
C -8.6776 -5.3606 0.1215 0.224 -0.202 0.232
C -9.5115 -4.6755 -0.8620 0.061 -0.031 0.105
N -10.1667 -4.1371 -1.6359 0.051 -0.055 0.049
H -8.0979 -6.1651 -0.3341 -0.107 0.100 -0.074
H -7.9697 -4.6768 0.5922 -0.099 0.109 -0.150
H -9.2786 -5.8038 0.9167 -0.127 0.084 -0.138

---

28
Properties=species:S:1:pos:R:3:forces:R:3 method="wB97M-V/def2-TZVPD" spin_multiplicity=5 charge=+2 orbital_gap_ev="5.913 / 6.063" e_lumo_ev="-9.96 / -9.81"
O -4.2317 0.1911 -3.9156 3.750 -0.674 7.688
C -3.7030 0.0970 -2.8336 -3.691 0.672 -7.590
Ho -0.4258 0.0092 0.0769 -2.483 -0.290 -1.086
C 0.4864 -0.2745 2.0948 3.063 -1.453 7.323
O 0.7821 -0.3533 3.2095 -1.237 0.279 -4.045
C 1.9464 0.1134 -0.7629 2.407 0.011 -1.680
O 2.9484 0.2724 -1.2792 -2.605 -0.298 0.734
C -0.2427 2.1421 -0.0726 0.039 9.578 -2.142
O -0.2669 3.2888 -0.1913 0.110 -4.541 -0.061
C 0.0379 -2.0897 -0.4710 0.682 -7.694 -2.870
O 0.0512 -3.1832 -0.8261 0.133 4.158 1.435
H -0.4643 0.1940 -1.8845 0.384 -0.262 0.228
C 5.3751 1.1362 2.4233 1.104 -0.970 0.014
N 4.0917 1.7482 2.1770 -0.524 1.171 0.556
C 3.7846 2.9573 2.7022 0.223 -0.206 -0.171
C 2.5195 3.4582 2.6511 0.664 0.173 0.533
C 1.5132 2.6937 2.1070 0.457 -0.608 -0.147
N 1.9197 1.6421 1.3455 -3.718 -0.104 0.560
C 3.0951 1.0092 1.5601 1.816 -1.550 -0.002
O 3.3452 -0.1662 1.2438 -1.084 1.470 0.425
N 0.2209 3.0346 2.4029 1.523 -1.350 -0.835
H 5.2747 0.1974 2.9908 -0.156 0.373 -0.284
H 6.0077 1.8047 2.9979 -0.117 0.186 -0.001
H 5.8861 0.9087 1.4814 -0.232 0.028 0.159
H 4.5762 3.4891 3.2304 -0.149 -0.210 -0.210
H 2.2603 4.3162 3.1984 0.022 1.112 0.587
H 0.1059 3.8654 2.9124 -0.370 1.063 0.761
H -0.5971 2.4846 2.2421 -0.009 -0.062 0.120